# 1
A molecular structure, C6F18MgNO16S6 at a distorted geometry. Source: the OMol25 dataset; level of theory: ωB97M-V/def2-TZVPD.

Its spin multiplicity is 1. For the highest occupied orbital energy, the calculation gives -1.165 eV. As for the net charge: -3. The value obtained for the energy relative to the best compared isomer or geometry (same formula, charge and spin) is 366.61 kJ/mol.

XYZ file:
```
48
Properties=species:S:1:pos:R:3:nbo_charge:R:1
Mg 13.527 3.198 -0.778 1.77
C 15.929 0.795 2.250 0.73
F 16.476 0.804 3.436 -0.31
F 16.864 0.523 1.302 -0.33
F 14.926 -0.179 2.141 -0.35
S 15.026 2.437 1.921 2.29
O 16.011 3.499 2.127 -0.99
O 14.542 2.452 0.538 -1.09
O 13.962 2.694 2.948 -0.91
C 17.846 4.446 -1.348 0.74
F 17.961 5.572 -0.695 -0.31
F 18.930 4.301 -2.077 -0.32
F 17.822 3.447 -0.433 -0.33
S 16.196 4.406 -2.298 2.30
O 16.541 3.645 -3.514 -0.98
O 15.096 3.805 -1.534 -1.06
O 15.910 5.834 -2.633 -0.98
C 15.108 6.927 1.220 0.75
F 16.139 6.069 1.136 -0.31
F 15.253 7.636 2.350 -0.35
F 15.074 7.811 0.254 -0.32
S 13.431 5.919 1.191 2.26
O 12.329 6.885 0.987 -0.99
O 13.528 4.937 0.075 -1.09
O 13.387 5.182 2.503 -0.92
C 9.330 4.054 0.707 0.74
F 8.710 3.333 -0.218 -0.32
F 9.804 5.205 0.292 -0.30
F 8.482 4.235 1.824 -0.36
S 10.811 2.974 1.351 2.30
O 11.355 3.629 2.509 -0.93
O 10.107 1.730 1.771 -1.00
O 11.852 2.895 0.307 -1.08
C 12.557 -0.228 -2.975 0.78
F 11.457 0.154 -2.300 -0.31
F 13.135 -1.146 -2.205 -0.31
F 12.211 -0.766 -4.160 -0.32
S 13.716 1.339 -3.160 2.07
O 14.826 1.010 -2.242 -0.90
O 14.165 1.574 -4.554 -0.86
N 12.832 2.614 -2.412 -1.26
S 12.193 3.275 -3.700 2.19
O 13.133 4.162 -4.395 -0.91
O 11.400 2.444 -4.534 -0.96
C 10.965 4.436 -2.799 0.76
F 11.637 5.058 -1.869 -0.28
F 10.567 5.352 -3.696 -0.33
F 9.953 3.728 -2.325 -0.31
```


# 2
A molecular structure, C10H11KO7 at a distorted geometry. Source: the OMol25 dataset; level of theory: ωB97M-V/def2-TZVPD.

Its spin multiplicity is 1. For the highest occupied orbital energy (spin up / spin down), the calculation gives 0.054 / -0.629 eV. As for the net charge: -2.

XYZ file:
```
29
Properties=species:S:1:pos:R:3:nbo_charge:R:1
K 0.357 0.324 0.082 0.89
O 0.375 3.917 1.364 -0.75
C -0.257 2.892 1.061 0.78
O -0.460 2.428 -0.092 -0.85
C -1.006 2.175 2.247 -0.35
C -2.185 1.339 1.735 0.08
C -3.107 0.920 2.906 -0.43
C -2.302 -0.254 3.517 -0.42
C -1.025 -0.180 2.661 0.07
O -1.571 0.105 1.375 -0.55
C -0.234 1.092 3.055 -0.36
C 1.304 0.874 2.849 0.79
O 1.938 0.693 3.909 -0.77
O 1.745 0.824 1.679 -0.83
H -1.324 2.986 2.905 0.21
H -2.700 1.781 0.886 0.21
H -4.074 0.584 2.527 0.19
H -3.273 1.735 3.612 0.19
H -2.805 -1.208 3.347 0.20
H -2.097 -0.146 4.582 0.20
H -0.439 -1.098 2.641 0.22
H -0.336 1.276 4.124 0.21
C -1.467 -5.272 -0.070 -0.74
O -1.021 -3.224 -0.194 -0.60
C 0.011 -2.709 -0.621 0.65
O 1.079 -3.018 -1.113 -0.71
H -2.553 -5.303 -0.052 0.15
H -1.014 -5.603 0.861 0.15
H -1.038 -5.755 -0.945 0.15
```


Number 1 is which compound? C6F18MgNO16S6


Which value of spin multiplicity does entry 2 give? 1


net charge of number 2 (C10H11KO7)? -2